[1]
C42H43N2P2PdSSi | ωB97M-V/def2-TZVPD

ΔE to the lowest compared entry with this formula, charge and spin	22.5	kcal/mol
total charge	+1

Each line ends with the Löwdin charge.
Cartesian coordinates (Å):
Pd 0.2035 0.3613 -0.3516  0.27
C -0.6709 3.2889 -1.9753  -0.17
Si -0.0340 2.6694 -0.3311  0.57
C -1.2963 3.0449 1.0226  -0.27
C -1.3984 4.2229 1.7548  -0.07
C -2.4184 4.3895 2.6822  -0.06
C -3.3519 3.3826 2.8864  -0.06
C -3.2676 2.1998 2.1661  -0.08
C -2.2429 2.0371 1.2391  -0.37
P -2.0004 0.5428 0.2384  0.97
C -3.2086 0.6596 -1.1190  -0.37
C -2.8290 0.2021 -2.3796  -0.12
C -3.7135 0.2604 -3.4458  -0.07
C -4.9829 0.7901 -3.2594  -0.07
C -5.3626 1.2639 -2.0110  -0.06
C -4.4803 1.2001 -0.9440  -0.07
C -2.6262 -0.7718 1.3288  -0.36
C -3.6806 -1.5991 0.9685  -0.08
C -4.1353 -2.5728 1.8532  -0.08
C -3.5342 -2.7236 3.0920  -0.08
C -2.4711 -1.8998 3.4534  -0.08
C -2.0159 -0.9319 2.5768  -0.10
C 1.6225 3.4784 0.0321  -0.30
C 1.7666 4.8631 -0.0618  -0.09
C 2.9798 5.4714 0.2302  -0.06
C 4.0734 4.6988 0.5963  -0.06
C 3.9612 3.3174 0.6566  -0.06
C 2.7405 2.7131 0.3716  -0.38
P 2.4988 0.9133 0.3368  1.03
C 2.6256 0.5214 -1.4554  -0.42
C 2.5339 -0.8373 -1.7905  -0.20
C 2.4921 -1.2384 -3.1169  -0.07
C 2.5431 -0.2907 -4.1302  -0.07
C 2.6495 1.0572 -3.8101  -0.07
C 2.6921 1.4632 -2.4834  -0.08
C 4.0430 0.1927 0.9819  -0.37
C 4.1596 0.0676 2.3655  -0.10
C 5.3265 -0.4200 2.9325  -0.07
C 6.3813 -0.8024 2.1165  -0.07
C 6.2690 -0.6895 0.7377  -0.07
C 5.1058 -0.1926 0.1677  -0.08
H -0.7290 4.3812 -1.9686  0.04
H -1.6708 2.9034 -2.1722  0.02
H -0.0138 2.9875 -2.7938  0.03
H -0.6684 5.0130 1.6205  0.10
H -2.4815 5.3037 3.2580  0.11
H -4.1374 3.5144 3.6190  0.11
H -3.9774 1.4012 2.3483  0.11
H -1.8224 -0.1733 -2.5251  0.08
H -3.4078 -0.0912 -4.4222  0.11
H -5.6732 0.8458 -4.0907  0.11
H -6.3470 1.6906 -1.8703  0.11
H -4.7800 1.5824 0.0242  0.10
H -4.1656 -1.4742 0.0072  0.11
H -4.9715 -3.2018 1.5738  0.11
H -3.8953 -3.4750 3.7829  0.11
H -2.0041 -2.0108 4.4238  0.11
H -1.1906 -0.2875 2.8592  0.12
H 0.9260 5.4821 -0.3557  0.10
H 3.0716 6.5481 0.1728  0.11
H 5.0201 5.1714 0.8228  0.11
H 4.8211 2.7135 0.9170  0.11
H 2.5285 -1.5848 -1.0079  0.03
H 2.4191 -2.2918 -3.3555  0.11
H 2.5082 -0.6016 -5.1662  0.11
H 2.7060 1.7992 -4.5960  0.11
H 2.7858 2.5168 -2.2490  0.11
H 3.3311 0.3575 3.0029  0.11
H 5.4095 -0.5076 4.0076  0.11
H 7.2913 -1.1904 2.5548  0.11
H 7.0922 -0.9868 0.1016  0.11
H 5.0326 -0.1012 -0.9073  0.11
C 1.4797 -4.8834 2.1006  -0.08
C 0.2051 -4.0935 2.3511  -0.28
N -0.7766 -4.2469 1.2820  0.01
C -0.8215 -3.5320 0.1493  -0.74
S 0.3356 -2.3216 -0.1488  0.71
N -1.7885 -3.8530 -0.7153  0.01
C -1.9438 -3.2830 -2.0456  -0.26
C -1.0841 -3.9746 -3.0927  -0.07
H 2.1755 -4.7391 2.9275  0.08
H 1.9610 -4.5470 1.1830  0.06
H 1.2693 -5.9504 2.0152  0.08
H 0.4189 -3.0326 2.4518  0.08
H -0.2826 -4.4221 3.2703  0.12
H -1.4189 -5.0197 1.3708  0.15
H -2.3865 -4.6305 -0.4802  0.15
H -1.6892 -2.2282 -1.9799  0.05
H -3.0015 -3.3502 -2.3024  0.12
H -0.0307 -3.8963 -2.8251  0.06
H -1.2297 -3.5032 -4.0643  0.08
H -1.3457 -5.0297 -3.1856  0.08



[2]
C42H43NO2P | ωB97M-V/def2-TZVPD

total charge	+1

Each line ends with the Löwdin charge.
Cartesian coordinates (Å):
C -4.6849 2.6564 2.2021  -0.07
C -3.4720 1.9815 2.8131  -0.27
O -3.0834 0.8370 2.0878  -0.04
C -2.0400 0.1796 2.7210  -0.61
C -1.5161 -0.8965 2.0180  -0.16
P -0.1331 -1.8279 2.6675  1.09
C -0.6905 -3.0317 3.8821  -0.32
C -0.0423 -4.2381 4.0064  -0.08
C -0.4856 -5.1618 4.9347  -0.07
C -1.5743 -4.8640 5.7305  -0.07
C -2.2094 -3.6431 5.6148  -0.05
C -1.7558 -2.7197 4.6900  -0.06
C 0.5858 -2.6992 1.2692  -0.31
C 1.8978 -2.5046 0.9111  -0.07
C 2.4110 -3.1697 -0.1859  -0.08
C 1.6033 -4.0264 -0.9068  -0.09
C 0.2868 -4.2210 -0.5398  -0.06
C -0.2228 -3.5530 0.5578  -0.07
C 1.0757 -0.7181 3.4029  -0.31
C 1.4844 -0.8825 4.7050  -0.05
C 2.3938 0.0026 5.2542  -0.06
C 2.8848 1.0412 4.4878  -0.07
C 2.4757 1.1982 3.1785  -0.07
C 1.5632 0.3127 2.6367  -0.10
O -1.6039 0.5170 3.8306  -0.01
H -4.9723 3.5531 2.7523  0.08
H -4.4926 2.9434 1.1676  0.05
H -5.5391 1.9794 2.1891  0.08
H -2.6066 2.6585 2.8327  0.12
H -3.6592 1.6678 3.8501  0.12
H -1.9284 -1.1640 1.0688  0.05
H 0.8086 -4.4466 3.3800  0.11
H 0.0177 -6.1093 5.0362  0.11
H -1.9254 -5.5871 6.4491  0.11
H -3.0539 -3.4109 6.2420  0.11
H -2.2066 -1.7453 4.5998  0.10
H 2.5123 -1.8425 1.4965  0.10
H 3.4385 -3.0238 -0.4728  0.10
H 2.0054 -4.5545 -1.7556  0.10
H -0.3398 -4.8955 -1.0983  0.11
H -1.2420 -3.7019 0.8756  0.12
H 1.0808 -1.6945 5.2854  0.11
H 2.7147 -0.1154 6.2762  0.11
H 3.5900 1.7359 4.9142  0.11
H 2.8589 2.0083 2.5807  0.10
H 1.2196 0.4208 1.6210  0.11
C 3.6427 3.1598 -3.5169  -0.02
C 3.5748 2.0011 -2.5071  -0.51
C 4.9273 1.2647 -2.5030  -0.05
C 3.3270 2.5447 -1.0875  -0.02
C 2.4727 1.0328 -2.9144  -0.07
N 2.7165 -0.2644 -3.2474  0.21
C 1.5264 -0.9167 -3.5638  -0.17
C 0.4797 0.0097 -3.4260  -0.09
C -0.8420 -0.4220 -3.5830  0.00
C -1.0855 -1.7333 -3.9190  -0.05
C -0.0352 -2.6372 -4.0886  -0.06
C 1.2707 -2.2435 -3.9068  -0.01
C 1.0807 1.2762 -3.0450  -0.06
C 0.3881 2.4673 -2.7399  0.13
C -1.0080 2.7342 -2.9654  -0.20
C -1.6768 2.4154 -4.1690  -0.04
C -3.0243 2.6451 -4.3087  -0.02
C -3.7689 3.1982 -3.2682  -0.24
C -5.2420 3.3648 -3.4007  -0.03
C -3.1145 3.5575 -2.0940  -0.01
C -1.7645 3.3540 -1.9480  0.01
H 2.7195 3.7379 -3.5210  0.08
H 4.4608 3.8404 -3.2758  0.10
H 3.8009 2.7816 -4.5274  0.10
H 4.9136 0.4363 -1.7957  0.09
H 5.1564 0.8607 -3.4879  0.09
H 5.7398 1.9324 -2.2168  0.10
H 3.2486 1.7276 -0.3700  0.09
H 4.1438 3.1976 -0.7760  0.10
H 2.4125 3.1286 -1.0246  0.07
H 3.6126 -0.7481 -3.2226  0.17
H -1.6513 0.2641 -3.4183  0.10
H -2.1029 -2.0663 -4.0424  0.11
H -0.2540 -3.6582 -4.3508  0.11
H 2.0869 -2.9366 -4.0079  0.11
H 0.9198 3.2195 -2.1861  0.10
H -1.1081 2.0022 -4.9863  0.13
H -3.5247 2.4090 -5.2333  0.13
H -5.6666 3.8508 -2.5219  0.08
H -5.4973 3.9686 -4.2717  0.09
H -5.7311 2.3963 -3.5068  0.10
H -3.6844 3.9827 -1.2843  0.11
H -1.2682 3.6200 -1.0301  0.12



Max |F| across the listed records, respectively: 0.0238; 0.0639 hartree/bohr.
Total energy across the listed records, respectively: -3233.9843; -2172.6169 hartree.